[1]
A structure of composition C18H30IrN3OS. Source: OMol25; level of theory: wB97M-V/def2-TZVPD.

Values from the calculation:
net charge = +2
spin multiplicity = 5
E_LUMO (alpha / beta) = -0.182 / -0.322 Eh
HOMO (alpha / beta) = -0.5218 / -0.5690 hartree

Geometry as XYZ:
```
54
Properties=species:S:1:pos:R:3:lowdin_spin:R:1
Ir -0.195 -0.091 0.268 2.572
C 2.488 -1.070 -0.954 0.025
N 1.495 -1.629 -0.010 0.192
C 2.119 -1.917 1.298 0.009
C 0.835 -2.834 -0.554 0.029
C -0.600 -2.903 -0.122 0.135
C -1.250 -4.084 0.161 0.004
C -2.624 -4.072 0.418 0.146
C -3.361 -2.879 0.388 0.015
C -2.728 -1.688 0.117 0.135
C -1.325 -1.683 -0.079 0.263
H 3.258 -1.810 -1.185 0.007
H 2.969 -0.201 -0.506 0.002
H 1.993 -0.776 -1.877 0.006
H 2.925 -2.644 1.173 0.004
H 1.374 -2.324 1.979 0.001
H 2.530 -1.004 1.721 0.001
H 1.386 -3.730 -0.261 0.004
H 0.867 -2.771 -1.643 0.005
H -0.707 -5.021 0.155 0.000
H -3.133 -5.006 0.618 0.007
H -4.428 -2.897 0.569 -0.001
H -3.297 -0.768 0.076 0.013
N 0.409 0.544 4.539 0.004
C -0.484 -0.500 4.596 0.003
C -0.791 -0.791 3.307 0.010
N -0.079 0.062 2.476 0.133
C 0.632 0.856 3.255 0.011
H 0.829 1.006 5.332 0.001
H -0.819 -0.931 5.523 0.001
H -1.462 -1.540 2.920 0.000
H 1.296 1.641 2.931 0.000
C 2.393 4.042 -1.048 0.000
C 1.589 4.718 0.063 0.000
C 0.072 4.564 -0.106 0.005
S -0.538 3.114 0.728 0.029
O 0.089 1.930 -0.088 0.196
C -2.298 3.133 0.317 0.007
C -2.684 2.558 -1.045 0.009
C -2.433 3.463 -2.247 0.001
H 3.462 4.135 -0.858 0.000
H 2.187 4.512 -2.011 0.000
H 2.152 2.982 -1.134 0.000
H 1.802 5.786 0.079 0.000
H 1.895 4.341 1.043 0.000
H -0.232 4.507 -1.150 0.000
H -0.488 5.364 0.387 0.001
H -2.593 4.180 0.428 0.000
H -2.762 2.574 1.131 0.002
H -3.750 2.330 -0.973 0.000
H -2.180 1.601 -1.196 0.013
H -2.774 4.483 -2.056 0.000
H -2.977 3.094 -3.115 0.000
H -1.378 3.495 -2.526 0.000
```



[2]
A structure of composition C18H30N2O5Pd. Source: OMol25; level of theory: wB97M-V/def2-TZVPD.

Values from the calculation:
net charge = +4
spin multiplicity = 1
E_LUMO (alpha / beta) = -0.509 / -0.508 Eh
relative energy (zero: lowest compared OMol25 entry of this formula, charge and spin) = 175.5 kJ/mol
HOMO (alpha / beta) = -0.7775 / -0.7784 hartree

Geometry as XYZ:
```
56
Properties=species:S:1:pos:R:3:mulliken_charge:R:1
Pd -0.274 -0.456 -2.389 0.777
C 0.521 0.141 -5.142 -0.376
C 1.426 0.989 -4.283 -0.517
O 1.690 0.308 -3.019 -0.303
C 2.739 -0.705 -3.157 -0.475
C 2.678 -1.703 -2.023 -0.834
O 1.391 -2.311 -1.914 0.011
C 1.125 -3.441 -2.754 -0.433
C -0.366 -3.695 -2.668 -0.727
O -1.129 -2.527 -3.056 -0.259
C -1.350 -2.474 -4.490 -0.441
C -1.687 -1.055 -4.839 -0.671
O -0.638 -0.172 -4.303 -0.349
H 0.981 -0.789 -5.477 0.333
H 0.158 0.702 -6.005 0.439
H 0.952 1.935 -4.023 0.326
H 2.367 1.195 -4.793 0.410
H 3.696 -0.182 -3.146 0.422
H 2.622 -1.203 -4.121 0.388
H 2.866 -1.211 -1.068 0.341
H 3.461 -2.450 -2.172 0.448
H 1.669 -4.319 -2.397 0.437
H 1.442 -3.241 -3.782 0.348
H -0.669 -3.938 -1.651 0.418
H -0.653 -4.538 -3.299 0.432
H -2.177 -3.136 -4.755 0.424
H -0.451 -2.811 -5.011 0.401
H -2.608 -0.717 -4.368 0.329
H -1.753 -0.891 -5.915 0.436
C 0.530 3.793 6.042 -0.922
C -0.892 3.923 5.486 -0.601
N -1.419 2.711 4.927 0.129
C -2.639 2.327 5.313 -0.397
C -1.880 1.520 6.635 -0.801
C 0.279 2.101 2.299 0.220
O 0.590 3.143 2.549 -0.012
C 0.016 0.821 1.753 0.294
C -0.072 -0.347 2.527 -0.095
C -0.182 -1.541 1.848 -1.087
C -0.194 -1.535 0.458 0.027
N -0.103 -0.409 -0.279 -0.001
C 0.008 0.760 0.345 -0.096
H 0.832 4.775 6.404 0.383
H 1.249 3.481 5.286 0.250
H 0.572 3.102 6.882 0.317
H -0.831 4.566 4.586 0.399
H -1.590 4.401 6.178 0.419
H -3.118 1.551 4.724 0.362
H -3.301 3.044 5.806 0.376
H -1.162 0.773 6.323 0.347
H -2.816 1.081 6.987 0.378
H -1.472 2.251 7.321 0.383
H -0.029 -0.313 3.607 0.628
H -0.247 -2.482 2.378 0.501
H -0.259 -2.458 -0.099 0.326
H 0.100 1.653 -0.263 0.539
```



[3]
A cluster of 3 separate species, C18H30N3O2S in total. Source: OMol25; level of theory: wB97M-V/def2-TZVPD.

Values from the calculation:
net charge = +1
spin multiplicity = 1
E_LUMO = -0.156 Eh
relative energy (zero: lowest compared OMol25 entry of this formula, charge and spin) = 52.3 kJ/mol
HOMO = -0.4064 hartree

Geometry as XYZ:
```
54
Properties=species:S:1:pos:R:3:mulliken_charge:R:1
S -3.712 3.170 0.697 -0.151
C -4.256 2.985 -1.026 -0.049
C -5.393 1.990 -1.263 -1.099
C -4.803 0.829 -2.125 0.313
C -4.391 -0.328 -1.165 -0.988
C -3.496 -1.403 -1.809 -1.427
C -2.189 -1.550 -1.057 0.618
C -0.969 -1.298 -1.677 -0.543
C 0.218 -1.416 -0.957 -0.839
C 0.174 -1.793 0.381 -0.212
C -1.039 -2.059 1.007 -0.759
C -2.222 -1.941 0.290 -0.259
C -3.503 1.397 -2.521 -0.512
N -3.205 2.473 -1.918 -0.038
H -2.390 3.032 0.529 0.169
H -4.545 3.968 -1.388 0.350
H -6.306 2.424 -1.647 0.322
H -5.689 1.600 -0.291 0.420
H -5.416 0.521 -2.958 0.537
H -5.281 -0.744 -0.708 0.459
H -3.846 0.152 -0.357 0.592
H -3.993 -2.367 -1.785 0.441
H -3.300 -1.188 -2.856 0.562
H -0.972 -1.030 -2.724 0.335
H 1.157 -1.215 -1.441 0.618
H 1.098 -1.881 0.932 0.526
H -1.087 -2.357 2.041 0.419
H -3.176 -2.149 0.749 0.423
H -2.794 0.993 -3.226 0.480
H -2.340 2.992 -2.011 0.283
C 3.908 -1.998 2.694 0.167
O 3.218 -2.375 1.762 -0.644
N 3.685 -2.308 3.980 0.110
C 4.547 -1.840 5.050 -0.929
C 2.542 -3.146 4.306 -0.892
H 4.799 -1.366 2.549 0.264
H 4.985 -2.687 5.580 0.344
H 3.977 -1.236 5.758 0.346
H 5.350 -1.232 4.638 0.291
H 2.624 -4.108 3.799 0.297
H 1.619 -2.667 3.977 0.244
H 2.505 -3.304 5.380 0.382
C 4.842 1.879 -2.511 0.130
O 5.144 2.694 -3.356 -0.575
N 3.783 2.005 -1.682 0.162
C 3.447 1.005 -0.688 -0.874
C 2.959 3.193 -1.802 -0.974
H 5.413 0.949 -2.350 0.278
H 2.447 0.611 -0.881 0.270
H 3.469 1.446 0.311 0.330
H 4.157 0.183 -0.724 0.313
H 2.537 3.260 -2.807 0.303
H 3.555 4.088 -1.629 0.309
H 2.155 3.147 -1.069 0.360
```



[4]
A structure of composition C18H30N3OSm. Source: OMol25; level of theory: wB97M-V/def2-TZVPD.

Values from the calculation:
net charge = +2
spin multiplicity = 6
E_LUMO (alpha / beta) = -0.252 / -0.237 Eh
HOMO (alpha / beta) = -0.5530 / -0.5508 hartree

Geometry as XYZ:
```
53
Properties=species:S:1:pos:R:3:lowdin_spin:R:1
C 2.195 3.186 -0.359 0.000
H 2.492 3.442 0.666 0.000
H 2.604 3.954 -1.038 0.000
H 2.756 2.282 -0.623 0.000
C 0.667 2.944 -0.490 -0.002
H 0.571 1.997 -1.064 -0.001
H 0.217 2.733 0.507 0.000
C -0.134 4.067 -1.225 0.000
H -1.228 3.888 -1.174 0.000
H 0.052 5.078 -0.816 0.000
H 0.105 4.134 -2.301 0.000
C -0.830 -2.220 -0.862 -0.008
C -1.244 -1.132 -1.712 -0.022
C -0.055 -0.494 -2.220 -0.019
C 1.085 -1.187 -1.692 -0.019
C 0.619 -2.225 -0.825 -0.017
C 1.471 -3.161 -0.025 -0.002
C 2.510 -0.888 -2.040 -0.002
C 0.019 0.616 -3.219 -0.002
C -2.633 -0.657 -1.973 -0.004
C -1.690 -3.096 -0.009 0.002
Sm -0.237 -0.259 0.184 5.118
H 3.188 -1.248 -1.261 0.000
H 2.812 -1.353 -2.991 -0.001
H 2.679 0.189 -2.145 0.000
H 2.393 -2.654 0.286 0.000
H 0.953 -3.511 0.876 0.000
H 1.765 -4.057 -0.595 -0.001
H -2.635 -2.600 0.254 0.000
H -1.927 -4.020 -0.557 0.000
H -1.179 -3.392 0.923 0.000
H -2.657 0.428 -2.158 0.000
H -3.018 -1.158 -2.875 -0.002
H -3.321 -0.872 -1.140 0.000
H 0.769 1.369 -2.943 0.000
H 0.301 0.239 -4.210 -0.001
H -0.938 1.133 -3.312 0.000
C 0.714 0.763 5.097 0.000
N -0.528 0.440 4.371 0.000
C -1.688 0.329 5.067 0.000
C -2.848 0.082 4.394 0.000
C -2.832 -0.111 3.015 0.000
N -1.682 -0.031 2.326 -0.005
C -0.527 0.275 3.022 0.000
O 0.574 0.395 2.372 -0.011
N -3.975 -0.417 2.337 0.000
H 0.603 1.722 5.627 0.000
H 1.528 0.851 4.381 0.000
H 0.965 -0.053 5.793 0.000
H -1.591 0.469 6.142 0.000
H -3.802 0.065 4.883 0.000
H -4.838 -0.386 2.859 0.000
H -4.109 -0.159 1.368 0.000
```



Number 1: DFT total energy -1445.22849 hartree. Number 2: DFT total energy -1315.72158 hartree. Number 3: DFT total energy -1416.55243 hartree. Number 4: DFT total energy -1600.86487 hartree.